Run A
ORCA calculation (ωB97M-V/def2-TZVPD) on a 2-piece molecular cluster, C4H12S2 overall.

Bonds (Å) are listed after each position.
Atoms and positions in Å:
1 C 0.87167 -2.97352 -1.42301  S2 1.870, H4 1.086, H5 1.080, H6 1.086
2 S 0.62657 -1.15032 -1.08462  C1 1.870, C3 1.844
3 C -1.21245 -1.27255 -1.01734  S2 1.844, H7 1.087, H8 1.084, H9 1.088
4 H 1.00420 -3.03598 -2.49911  C1 1.086
5 H -0.00486 -3.51690 -1.10173  C1 1.080
6 H 1.73322 -3.37392 -0.89684  C1 1.086
7 H -1.59869 -0.27355 -1.20205  C3 1.087
8 H -1.52654 -1.96856 -1.78707  C3 1.084
9 H -1.52188 -1.65556 -0.04727  C3 1.088
10 C -1.02435 2.20643 1.87116  S11 1.817, H13 1.085, H14 1.089, H15 1.088
11 S -0.28024 2.92199 0.37581  C10 1.817, C12 1.815
12 C 1.33986 2.11961 0.53047  S11 1.815, H16 1.087, H17 1.084, H18 1.097
13 H -2.06320 1.91422 1.75674  C10 1.085
14 H -0.85325 2.89513 2.69656  C10 1.089
15 H -0.46076 1.29865 2.07865  C10 1.088
16 H 1.17134 1.05980 0.70324  C12 1.087
17 H 1.88478 2.38415 -0.36807  C12 1.084
18 H 1.91459 2.42088 1.41448  C12 1.097

Its net charge is 0. Its SMILES is CSC.CSC.

=====

Run B
ORCA calculation (ωB97M-V/def2-TZVPD) on a 2-piece molecular cluster, C4H12S2 overall.

Bonds (Å) are listed after each position.
Atoms and positions in Å:
1 C 3.50484 1.06503 -0.93636  S2 1.832, H4 1.103, H5 1.103, H6 1.103
2 S 3.64341 2.37475 -2.20991  C1 1.832, C3 1.901
3 C 4.92015 1.68764 -3.43866  S2 1.901, H7 1.103, H8 1.103, H9 1.103
4 H 2.79958 1.34217 -0.13486  C1 1.103
5 H 4.49167 0.86888 -0.48435  C1 1.103
6 H 3.14670 0.13817 -1.41518  C1 1.103
7 H 4.51002 0.79464 -3.93960  C3 1.103
8 H 5.83572 1.39745 -2.89632  C3 1.103
9 H 5.18783 2.43100 -4.20831  C3 1.103
10 C -4.40335 -1.48473 3.61066  S11 1.816, H13 1.103, H14 1.103, H15 1.103
11 S -5.31781 -1.19073 2.06930  C10 1.816, C12 1.779
12 C -4.13150 -1.18826 0.74391  S11 1.779, H16 1.103, H17 1.103, H18 1.103
13 H -5.08264 -1.46778 4.47950  C10 1.103
14 H -3.66808 -0.67025 3.72300  C10 1.103
15 H -3.86422 -2.44698 3.60432  C10 1.103
16 H -3.43706 -0.33426 0.81500  C12 1.103
17 H -4.57692 -1.19646 -0.26512  C12 1.103
18 H -3.55832 -2.12031 0.88304  C12 1.103

Its net charge is 0. Its SMILES is CSC.CSC.

=====

Run C
ORCA calculation (ωB97M-V/def2-TZVPD) on a 2-piece molecular cluster, C4H12S2 overall.

Bonds (Å) are listed after each position.
Atoms and positions in Å:
1 C 1.51872 -0.57677 2.76521  C2 1.551, H4 1.103, H5 1.103, H6 1.103
2 C 1.31542 -0.15162 1.28755  C1 1.551, S3 1.788, H7 1.107, H8 1.107
3 S 1.65414 1.59666 1.12556  C2 1.788, H9 1.350
4 H 2.58855 -0.65574 3.02185  C1 1.103
5 H 1.04637 -1.56153 2.91924  C1 1.103
6 H 1.04621 0.15053 3.44665  C1 1.103
7 H 1.93065 -0.89744 0.74841  C2 1.107
8 H 0.25184 -0.38670 1.09011  C2 1.107
9 H 1.80590 1.70929 -0.21115  S3 1.350
10 C -0.66947 0.45549 -1.33477  C11 1.528, H13 1.103, H14 1.103, H15 1.103
11 C -1.83376 0.25507 -2.30311  C10 1.528, S12 1.800, H16 1.107, H17 1.107
12 S -3.23435 -0.68635 -1.67665  C11 1.800, H18 1.350
13 H 0.13937 0.93910 -1.90793  C10 1.103
14 H -0.28256 -0.48323 -0.90380  C10 1.103
15 H -0.96544 1.12549 -0.51009  C10 1.103
16 H -2.24782 1.24954 -2.55811  C11 1.107
17 H -1.43696 -0.19313 -3.23431  C11 1.107
18 H -2.62680 -1.88868 -1.76465  S12 1.350

Its net charge is 0. Its SMILES is CCS.CCS.

=====

run C takes first place; second place is 0.137 eV up.

=====

Run A
ORCA calculation (ωB97M-V/def2-TZVPD) on a 2-piece molecular cluster, CH2FN5 overall.

Bonds (Å) are listed after each position.
Atoms and positions in Å:
1 C -1.56662 0.20831 3.25620  N2 1.129, N3 1.298
2 N -2.43728 -0.41379 3.61596  C1 1.129
3 N -0.64021 1.11723 3.26213  C1 1.298, N4 1.213
4 N 0.13680 1.60423 2.46818  N3 1.213, N6 1.216
5 N -0.03268 0.08702 -0.49025  H8 1.092, H9 0.944
6 N 0.58272 1.43956 1.34878  N4 1.216, F7 1.379
7 F 1.06939 2.59329 0.77122  N6 1.379
8 H -0.75024 0.89596 -0.64348  N5 1.092
9 H -0.51272 -0.39759 0.16295  N5 0.944

Its net charge is 0.

=====

Run B
ORCA calculation (ωB97M-V/def2-TZVPD) on a 2-piece molecular cluster, CH2FN5 overall.

Bonds (Å) are listed after each position.
Atoms and positions in Å:
1 H 0.71205 1.76771 -0.71493  N2 1.024
2 N 1.34151 1.19670 -1.28613  H1 1.024, N3 1.208
3 N 1.54494 0.05793 -0.93730  N2 1.208, N4 1.181
4 N 1.19862 -1.04708 -0.70303  N3 1.181, N5 1.234
5 N 1.52977 -2.16129 -0.28890  N4 1.234, C6 1.303
6 C 2.37421 -2.48675 0.64858  N5 1.303, N7 1.151
7 N 3.08572 -2.93384 1.43475  C6 1.151
8 F -1.53386 -0.31125 0.53856  H9 0.935
9 H -1.94799 -1.14902 0.51332  F8 0.935

Its net charge is 0. Its SMILES is [H]/N=N\N=N/C#N.F.

=====

run B takes first place; second place is 3.160 eV up.

=====

Run A
ORCA calculation (ωB97M-V/def2-TZVPD) on C6H8O3 in the gas phase.

Bonds (Å) are listed after each position.
Atoms and positions in Å:
1 C -2.81314 -0.39528 0.12531  C2 1.296, H10 1.083, H11 1.072
2 C -1.60530 -0.45690 0.59066  C1 1.296, C3 1.316
3 C -0.40545 -0.69171 1.07662  C2 1.316, C4 1.487, H12 1.077
4 C 0.79006 -0.28185 0.29334  C3 1.487, O5 1.517, C7 1.522, H13 1.097
5 O 0.28707 0.64561 -0.79727  C4 1.517, C6 1.406
6 C 0.28230 0.14553 -2.11141  O5 1.406, H14 1.091, H15 1.097, H16 1.098
7 C 1.85811 0.46757 1.07788  C4 1.522, O8 1.202, O9 1.333
8 O 3.02838 0.41352 0.81076  C7 1.202
9 O 1.36070 1.21228 2.06493  C7 1.333, H17 0.970
10 H -3.38829 0.52178 0.14270  C1 1.083
11 H -3.30936 -1.26695 -0.25435  C1 1.072
12 H -0.25272 -0.99115 2.09967  C3 1.077
13 H 1.26905 -1.13112 -0.20851  C4 1.097
14 H -0.19296 0.90551 -2.73382  C6 1.091
15 H -0.28536 -0.79040 -2.18657  C6 1.097
16 H 1.30390 -0.02485 -2.47538  C6 1.098
17 H 2.07301 1.71838 2.48544  O9 0.970

Its net charge is 0. Its SMILES is C=C=C[C@@H](OC)C(=O)O.

=====

Run B
ORCA calculation (ωB97M-V/def2-TZVPD) on C6H8O3 in the gas phase.

Bonds (Å) are listed after each position.
Atoms and positions in Å:
1 C -0.86761 2.23548 1.54496  C2 1.314, H10 1.080, H11 1.078
2 C -0.66675 1.29300 0.65133  C1 1.314, C3 1.522, O9 1.358
3 C -1.00083 1.32692 -0.83305  C2 1.522, O4 1.421, H12 1.084, H13 1.072
4 O -1.02240 -0.05242 -1.17358  C3 1.421, C5 1.392
5 C -0.11363 -0.66078 -0.31201  O4 1.392, C6 1.478, C7 1.435, O9 1.396
6 C 0.08953 -2.11643 -0.16074  C5 1.478, C7 1.595, H14 1.092, H15 1.074
7 C 1.18263 -1.10736 -0.73579  C5 1.435, C6 1.595, O8 1.415, H16 1.079
8 O 2.20294 -0.84840 0.21012  C7 1.415, H17 0.975
9 O -0.20503 0.03918 0.89262  C2 1.358, C5 1.396
10 H -1.32264 3.18552 1.30610  C1 1.080
11 H -0.51596 2.11779 2.55678  C1 1.078
12 H -1.91008 1.85002 -1.10613  C3 1.084
13 H -0.16069 1.80010 -1.30196  C3 1.072
14 H -0.34590 -2.79804 -0.89463  C6 1.092
15 H 0.27625 -2.51823 0.81773  C6 1.074
16 H 1.45977 -1.15097 -1.77773  C7 1.079
17 H 2.97510 -1.41812 0.03833  O8 0.975

Its net charge is 0. Its SMILES is C=C1CO[C@]2(C[C@@H]2O)O1.

=====

run A takes first place; second place is 0.370 eV up.

=====

Run A
ORCA calculation (ωB97M-V/def2-TZVPD) on an isolated ion of composition C4H10NO2 and charge -1.

Bonds (Å) are listed after each position.
Atoms and positions in Å:
1 C 0.15285 1.83143 -0.50171  C2 1.507, H8 1.089, H9 1.095, H10 1.091
2 C 0.10236 0.83644 0.62863  C1 1.507, O3 1.476, C4 1.525, H11 1.091
3 O -1.26093 0.91519 1.19000  C2 1.476, H12 0.960
4 C 0.51246 -0.59449 0.29880  C2 1.525, N5 1.468, C6 1.619, H13 1.092
5 N 1.27829 -0.64464 -0.95292  C4 1.468, H14 1.020, H15 1.023
6 C -0.74990 -1.57005 0.02510  C4 1.619, O7 1.332, H16 1.119, H17 1.128
7 O -0.34242 -2.73619 -0.47441  C6 1.332
8 H 1.18670 2.02620 -0.78308  C1 1.089
9 H -0.43241 1.47172 -1.35479  C1 1.095
10 H -0.38704 2.72647 -0.19005  C1 1.091
11 H 0.69131 1.19145 1.47545  C2 1.091
12 H -1.20273 0.42661 2.01449  O3 0.960
13 H 1.04328 -1.14356 1.07950  C4 1.092
14 H 0.60246 -0.48612 -1.69994  N5 1.020
15 H 1.48228 -1.64182 -1.05457  N5 1.023
16 H -1.31364 -1.66099 0.98727  C6 1.119
17 H -1.36292 -0.94764 -0.68777  C6 1.128

Its net charge is -1. Its SMILES is C[C@@H](O)[C@H](N)C[O-].

=====

Run B
ORCA calculation (ωB97M-V/def2-TZVPD) on a 2-piece molecular cluster, C4H10NO2 overall.

Bonds (Å) are listed after each position.
Atoms and positions in Å:
1 C -1.44822 0.68595 -2.10413  O2 1.375, C3 1.549, H4 1.108, H5 1.106
2 O -0.83206 0.36202 -0.91851  C1 1.375
3 C -1.14600 -0.45490 -3.10775  C1 1.549, H6 1.104, H7 1.092, H8 1.092
4 H -1.08253 1.64272 -2.52766  C1 1.108
5 H -2.54462 0.78751 -1.99580  C1 1.106
6 H -1.60348 -0.39763 -4.11092  C3 1.104
7 H -1.44870 -1.38515 -2.62285  C3 1.092
8 H -0.07180 -0.54531 -3.28316  C3 1.092
9 C -0.37750 -0.54182 1.99303  C10 1.496, H13 1.091, H14 1.096, H15 1.089
10 C 1.04201 -0.14935 1.73168  C9 1.496, N11 1.348, O12 1.237
11 N 1.21152 0.55957 0.59736  C10 1.348, H16 1.005, H17 1.089
12 O 1.99376 -0.42727 2.47069  C10 1.237
13 H -0.92549 -0.71783 1.06679  C9 1.091
14 H -0.84948 0.32327 2.47335  C9 1.096
15 H -0.42439 -1.35927 2.71133  C9 1.089
16 H 2.16816 0.83790 0.46608  N11 1.005
17 H 0.44132 0.54994 -0.17179  N11 1.089

Its net charge is -1.

=====

run B takes first place; second place is 1.772 eV up.

=====

Run A
ORCA calculation (ωB97M-V/def2-TZVPD) on a 2-piece molecular cluster, C4H10NO2 overall.

Bonds (Å) are listed after each position.
Atoms and positions in Å:
1 C 0.85168 0.85580 -1.34869  C4 1.392, H8 1.069, H9 0.994
2 C -0.35343 1.49948 0.88134  C4 1.542, H11 1.164, H12 1.201, H13 1.076
3 C 2.08395 -1.24727 0.06326  O7 1.408, H14 1.122, H15 1.087, H16 1.186
4 C 0.66813 0.72537 0.02474  C1 1.392, C2 1.542, O7 1.434
5 N -2.96924 -1.05526 0.20091  O6 1.382, H10 1.012, H17 1.035
6 O -2.94766 0.27711 0.56588  N5 1.382
7 O 1.43387 -0.22416 0.77894  C3 1.408, C4 1.434
8 H 1.36271 0.10564 -1.91327  C1 1.069
9 H 0.23819 1.41725 -1.89242  C1 0.994
10 H -2.07114 -1.48765 0.37436  N5 1.012
11 H 0.00985 1.65005 1.97665  C2 1.164
12 H -1.41933 0.94732 0.91035  C2 1.201
13 H -0.53121 2.42615 0.36344  C2 1.076
14 H 2.88749 -0.99797 -0.67884  C3 1.122
15 H 1.29698 -1.85777 -0.37181  C3 1.087
16 H 2.56140 -1.95157 0.89000  C3 1.186
17 H -3.10222 -1.08254 -0.82484  N5 1.035

Its net charge is -1.

=====

Run B
ORCA calculation (ωB97M-V/def2-TZVPD) on an isolated ion of composition C4H10NO2 and charge -1.

Bonds (Å) are listed after each position.
Atoms and positions in Å:
1 O -1.61802 0.01258 -0.44781  C2 1.339
2 C -1.44389 0.20878 0.86557  O1 1.339, C3 1.549, H8 1.132, H9 1.151
3 C -0.02985 0.69821 1.26436  C2 1.549, C4 1.535, H10 1.092, H11 1.097
4 C 1.05338 -0.23772 0.70975  C3 1.535, N5 1.455, H12 1.107, H13 1.103
5 N 1.46332 -0.17275 -0.68524  C4 1.455, C6 1.475, H14 1.016
6 C 0.44436 -0.78801 -1.55690  N5 1.475, O7 1.432, H15 1.088, H16 1.107
7 O -0.11497 0.23525 -2.38776  C6 1.432, H17 0.967
8 H -1.66236 -0.60286 1.62429  C2 1.132
9 H -2.24255 0.92939 1.27588  C2 1.151
10 H 0.08011 0.75137 2.34961  C3 1.092
11 H 0.12813 1.67074 0.78287  C3 1.097
12 H 1.94231 0.12338 1.26215  C4 1.107
13 H 0.99211 -1.27655 1.07513  C4 1.103
14 H 1.39641 0.80883 -0.93773  N5 1.016
15 H -0.29551 -1.23577 -0.89646  C6 1.088
16 H 0.89015 -1.44816 -2.32619  C6 1.107
17 H -0.98315 0.32331 -1.97150  O7 0.967

Its net charge is -1. Its SMILES is [O-]CCCNCO.

=====

run B takes first place; second place is 2.863 eV up.